1.
A gas-phase ion, C18H22NO (charge +1). Source: the OMol25 dataset; level of theory: ωB97M-V with the def2-TZVPD basis set.

Computed properties:
Orbital gap = 9.0 eV
SMILES = C=CC[C@@H]([NH2+]Cc1ccccc1)c1ccc(OC)cc1
DFT total energy = -22553.94846 eV

ORCA input file:
```
! wB97M-V def2-TZVPD RIJCOSX def2/J DEFGRID3
* xyz 1 1
C -1.2786 -2.8828 0.3820
C -0.4103 -2.0717 0.9670
C 0.6576 -1.3392 0.2135
C 0.2201 0.1032 -0.1173
N -1.1123 0.0526 -0.8137
C -1.0823 0.2351 -2.2959
C -0.3804 -0.9142 -2.9655
C -1.0630 -2.1087 -3.1737
C -0.4218 -3.1856 -3.7597
C 0.9051 -3.0764 -4.1438
C 1.5858 -1.8859 -3.9517
C 0.9463 -0.8077 -3.3641
C 0.1351 0.9875 1.1004
C -0.9624 0.9536 1.9613
C -1.0080 1.7674 3.0699
C 0.0463 2.6419 3.3623
O -0.1019 3.3923 4.4640
C 0.9206 4.2957 4.8313
C 1.1477 2.6706 2.5066
C 1.1802 1.8534 1.3929
H -2.0468 -3.3891 0.9403
H -1.2091 -3.1369 -0.6658
H -0.4672 -1.8749 2.0276
H 0.8852 -1.8627 -0.7171
H 1.5678 -1.2854 0.8102
H 0.9463 0.5302 -0.8134
H -1.7102 0.7721 -0.3904
H -1.5160 -0.8783 -0.5805
H -0.5797 1.1797 -2.5121
H -2.1154 0.2997 -2.6456
H -2.1055 -2.1893 -2.8976
H -0.9590 -4.1067 -3.9230
H 1.4035 -3.9150 -4.6034
H 2.6142 -1.7935 -4.2633
H 1.4782 0.1233 -3.2328
H -1.7893 0.2788 1.7858
H -1.8523 1.7463 3.7392
H 1.8601 3.7739 5.0326
H 1.0772 5.0552 4.0602
H 0.5720 4.7751 5.7436
H 1.9809 3.3263 2.6978
H 2.0413 1.8900 0.7421
*
```

=====

2.
2 unconnected molecules or ions with the total composition C18H22NO. Source: the OMol25 dataset; level of theory: ωB97M-V with the def2-TZVPD basis set.

Computed properties:
Orbital gap = 5.7 eV
DFT total energy = -22551.63903 eV

ORCA input file:
```
! wB97M-V def2-TZVPD RIJCOSX def2/J DEFGRID3
* xyz 1 1
C -0.1021 0.4790 1.1226
C -1.4080 -0.0439 1.5395
C -2.5225 0.8282 1.4412
C -3.8173 0.3708 1.6644
C -4.0445 -0.9781 1.9665
C -2.9537 -1.8448 2.1090
C -1.6463 -1.3706 1.9680
C 1.1814 -0.1014 1.5596
C 2.2256 0.7669 1.9517
C 3.4945 0.2782 2.2280
C 3.7463 -1.1010 2.1628
C 2.7207 -1.9752 1.7798
C 1.4641 -1.4767 1.4279
H -0.0883 1.5730 1.1161
H -2.3390 1.8713 1.1724
H -4.6543 1.0704 1.5933
H -5.0629 -1.3495 2.0910
H -3.1184 -2.8991 2.3400
H -0.8077 -2.0309 2.1808
H 2.0081 1.8350 2.0126
H 4.2932 0.9770 2.4904
H 4.7387 -1.4867 2.3961
H 2.9000 -3.0520 1.7379
H 0.7079 -2.1437 1.0061
O 2.1097 1.8007 -0.8466
C 1.7817 1.6822 -2.2120
C 0.8235 0.5096 -2.3440
C 0.0520 0.4912 -3.6775
C -1.3140 -0.1257 -3.3362
C -1.4507 0.0147 -1.8056
N -0.2035 0.5187 -1.3264
H 2.7655 2.5085 -0.7436
H 1.2818 2.5971 -2.5632
H 2.6791 1.4513 -2.8112
H 1.4417 -0.4128 -2.2583
H -0.0854 1.5274 -4.0096
H 0.5947 -0.0555 -4.4548
H -2.1341 0.3728 -3.8557
H -1.3161 -1.1881 -3.5948
H -2.2525 0.7302 -1.5548
H -1.7466 -0.9399 -1.3287
H 0.0577 0.3215 -0.3346
*
```

=====

3.
A molecular structure, C18H23Be2K2N5O12S3. Source: the OMol25 dataset; level of theory: ωB97M-V with the def2-TZVPD basis set.

Computed properties:
Orbital gap = 4.1 eV
DFT total energy = -117017.04981 eV

ORCA input file:
```
! wB97M-V def2-TZVPD RIJCOSX def2/J DEFGRID3
* xyz 0 1
K -0.0752 3.7980 -0.5343
K 2.8293 -1.5057 3.5940
Be -0.6160 0.6441 3.4052
Be 2.5175 1.8642 1.8829
S -0.2733 3.1860 3.1942
O -1.0524 2.2357 4.0008
O -1.1498 4.0633 2.3812
O 0.6327 3.9446 4.0201
O 0.5470 2.3585 2.2687
S 0.6148 0.1645 0.5098
O 0.6983 -0.9385 -0.4530
O -0.7300 0.3003 1.0097
O 1.4007 -0.1461 1.7097
O 1.1828 1.4114 0.0298
S 1.3779 0.9368 5.5903
O 1.6928 0.9293 4.1197
O -0.0735 0.8336 5.6972
O 2.0111 -0.2822 6.0884
O 1.7238 2.1439 6.3311
C 3.6016 1.7789 -2.5793
C 3.9228 2.0072 -1.1803
N 4.2139 2.1729 -0.0811
H 3.4989 2.7007 -3.1509
H 2.6146 1.3120 -2.5238
H 4.2348 1.1115 -3.1612
N 0.4112 -0.0593 -3.2229
C 1.5554 -0.4413 -3.8910
C 1.5590 -0.0346 -5.1986
C 0.4021 0.7090 -5.2823
C -0.3534 0.7010 -4.1448
H 0.1692 -0.2854 -2.2706
H 2.2363 -1.0165 -3.2789
H 2.2939 -0.1043 -5.9838
H 0.1414 1.1859 -6.2171
H -1.2990 1.1351 -3.8627
N -2.1519 -2.0414 -1.0137
C -3.3815 -1.4027 -0.8417
C -4.4332 -2.3261 -0.7396
C -3.8810 -3.5747 -1.0497
C -2.5299 -3.3764 -1.1068
H -1.2384 -1.6160 -1.0491
H -3.5042 -0.3393 -0.7006
H -5.4577 -2.0941 -0.4947
H -4.4144 -4.5005 -1.1969
H -1.7710 -4.1140 -1.3233
N 2.7892 -2.7538 -0.5462
C 2.7107 -4.0906 -0.8610
C 3.9797 -4.5584 -0.9120
C 4.8558 -3.5165 -0.6002
C 4.1078 -2.3283 -0.4609
H 1.9804 -2.1829 -0.3423
H 1.7588 -4.5585 -1.0562
H 4.1674 -5.6168 -1.0129
H 5.9104 -3.5966 -0.3846
H 4.2774 -1.3036 -0.1688
N -3.6051 2.7731 1.8264
C -3.7162 1.4121 1.5040
C -5.0767 1.0194 1.5180
C -5.8249 2.1539 1.7667
C -4.9269 3.1958 1.8377
H -2.7508 3.2389 2.1209
H -2.8547 0.7910 1.3117
H -5.4963 0.0376 1.3612
H -6.9015 2.2006 1.8129
H -5.0825 4.2543 1.9856
*
```

=====

4.
3 unconnected molecules or ions with the total composition C18H23Cl4O4P. Source: the OMol25 dataset; level of theory: ωB97M-V with the def2-TZVPD basis set.

Computed properties:
Orbital gap = 9.5 eV
SMILES = CCCCCCOP(=O)(O)O.Clc1ccccc1Cl.Clc1ccccc1Cl
DFT total energy = -86611.51203 eV

ORCA input file:
```
! wB97M-V def2-TZVPD RIJCOSX def2/J DEFGRID3
* xyz 0 1
C 2.7072 -2.0449 1.5272
C 3.3108 -0.6275 1.4798
C 2.2380 0.4633 1.3240
C 1.4495 0.6619 2.6210
C 0.0187 1.1486 2.4065
C -0.8660 -0.0080 1.9720
O -2.0550 0.5261 1.3409
P -3.4613 -0.2113 1.4381
O -4.3442 0.2810 2.4866
O -3.1714 -1.7802 1.4441
O -4.0479 -0.0144 -0.0297
H 2.6782 -2.4130 2.5506
H 1.6947 -2.0375 1.1263
H 3.2967 -2.7531 0.9501
H 4.0293 -0.5465 0.6676
H 3.8209 -0.4237 2.4217
H 1.5728 0.2019 0.5040
H 2.7513 1.3925 1.0775
H 1.4041 -0.2767 3.1809
H 1.9819 1.3713 3.2526
H -0.3904 1.5555 3.3316
H -0.0545 1.9092 1.6342
H -1.1121 -0.6423 2.8227
H -0.3470 -0.6140 1.2281
H -2.8118 -2.0869 2.2797
H -3.4152 -0.3282 -0.6829
Cl 3.5470 -2.2012 -2.3831
C 2.1901 -3.2675 -2.4732
C 2.3917 -4.5815 -2.8692
C 1.3228 -5.4582 -2.9363
C 0.0468 -5.0243 -2.6046
C -0.1565 -3.7133 -2.2106
C 0.9130 -2.8327 -2.1483
Cl 0.6314 -1.2005 -1.6519
H 3.3888 -4.9126 -3.1220
H 1.4872 -6.4809 -3.2461
H -0.7909 -5.7061 -2.6521
H -1.1470 -3.3672 -1.9511
Cl 1.0582 5.6476 -1.9046
C -0.5306 5.1017 -1.4935
C -1.5943 5.9842 -1.6077
C -2.8761 5.5723 -1.2849
C -3.0995 4.2744 -0.8468
C -2.0396 3.3918 -0.7330
C -0.7555 3.8043 -1.0554
Cl 0.5477 2.6761 -0.8876
H -1.4121 6.9935 -1.9485
H -3.7000 6.2670 -1.3733
H -4.0972 3.9470 -0.5887
H -2.2026 2.3830 -0.3829
*
```

=====

> The highest DFT total energy belongs to which entry?

number 2

=====

> What is the formula in the fourth record?

C18H23Cl4O4P

=====

> Among the records above, which one has the highest DFT total energy?

number 2

=====

> Which value of DFT total energy does entry 3 give?

-117017.04981 eV